Record 1
Density functional theory data (the ωB97M-V functional and the def2-TZVPD basis) for a molecular structure, C2H2N5 in a non-equilibrium geometry.

Gap between HOMO and LUMO, eV: 8.7
ΔE to the lowest compared entry with this formula, charge and spin, kJ/mol: 517.5
Molar mass, g/mol: 96.07
Charge: +1
HOMO energy, Ha: -0.5545

Each line ends with the Mulliken charge.
Element x y z (Å)
1 C 2.64677 -0.84507 -0.07608  -0.26
2 C 1.47786 -0.43066 -0.04351  0.34
3 N -2.01191 -0.30486 0.02078  0.80
4 N -1.63682 -1.33800 0.04533  -0.28
5 N -0.15826 1.24908 0.01823  -0.24
6 N -1.99906 0.86446 -0.20484  -0.44
7 N 0.46793 0.31330 0.07706  0.32
8 H 3.61242 -1.21486 0.10316  0.42
9 H -2.39893 1.70659 0.05987  0.33

---

Record 2
Density functional theory data (the ωB97M-V functional and the def2-TZVPD basis) for a molecular structure, C4H11PS2 in a non-equilibrium geometry.

Gap between HOMO and LUMO (alpha / beta), eV: 7.0 / 7.0
ΔE to the lowest compared entry with this formula, charge and spin, kJ/mol: 325.6
Molar mass, g/mol: 154.24
Charge: 0
HOMO energy (alpha / beta), Ha: -0.3129 / -0.3099

Each line ends with the Mulliken charge.
Element x y z (Å)
1 C -0.65950 -0.40701 2.52209  -1.14
2 C 1.46697 -1.18596 -0.79043  -0.92
3 C -0.83786 1.89175 -2.22633  -0.84
4 C -0.65832 -0.95360 1.11930  -0.60
5 P 0.33915 0.09484 -0.09416  0.32
6 S 2.26382 2.03795 0.54044  -0.27
7 S -1.09674 0.21579 -1.59902  -0.18
8 H -0.83329 0.59961 2.39368  0.39
9 H -1.35743 -0.89961 3.24787  0.34
10 H 0.34113 -0.66040 3.00494  0.26
11 H 1.75928 -1.60745 0.22123  0.30
12 H 1.18582 -1.97407 -1.45535  0.37
13 H 2.46140 -0.69436 -1.23850  0.29
14 H -1.25072 1.70018 -3.22213  0.32
15 H 0.16286 1.97751 -2.39294  0.34
16 H -1.37448 2.76043 -1.77537  0.29
17 H -1.66303 -0.86485 0.73573  0.39
18 H -0.24905 -2.03075 1.00893  0.35

---

Record 3
Density functional theory data (the ωB97M-V functional and the def2-TZVPD basis) for a single C15H30N2S molecule.

Gap between HOMO and LUMO, eV: 8.5
Molar mass, g/mol: 270.49
Charge: 0
HOMO energy, Ha: -0.2856
Structure (SMILES): CC(C)CN(CC(C)C)C(=S)NC1CCCCC1

Each line ends with the Mulliken charge.
Element x y z (Å)
1 C 1.99746 -1.92411 2.32112  -1.46
2 C 2.74285 -1.58915 1.03247  1.29
3 C 4.03804 -2.38914 0.93648  -1.67
4 C 1.88270 -1.87011 -0.21008  -2.14
5 N 0.66015 -1.08587 -0.24015  0.80
6 C -0.57693 -1.76237 0.08906  -1.72
7 C -1.38126 -2.28348 -1.12381  0.85
8 C -1.93076 -1.16152 -2.00046  -1.41
9 C -0.54895 -3.24094 -1.97294  -1.58
10 C 0.74973 0.22643 -0.57301  0.41
11 S 2.17006 0.87726 -1.14895  -0.33
12 N -0.34474 1.00591 -0.45374  0.30
13 C -0.34479 2.43163 -0.69764  -0.73
14 C -1.74535 2.88633 -1.10965  -1.02
15 C -2.73722 2.83500 0.05175  -0.47
16 C -2.22072 3.63902 1.24119  -0.78
17 C -0.85289 3.12557 1.68119  -0.52
18 C 0.14220 3.21398 0.52902  -0.83
19 H 1.72315 -2.97799 2.34444  0.29
20 H 1.09508 -1.32421 2.41658  0.25
21 H 2.62963 -1.71959 3.18214  0.45
22 H 2.98927 -0.52365 1.03521  0.24
23 H 3.82738 -3.45699 0.90951  0.35
24 H 4.67283 -2.18575 1.79528  0.42
25 H 4.58402 -2.12066 0.03585  0.39
26 H 2.47110 -1.63013 -1.10023  0.52
27 H 1.62033 -2.92722 -0.23954  0.53
28 H -0.31965 -2.61982 0.71477  0.66
29 H -1.22347 -1.11765 0.69546  0.46
30 H -2.22942 -2.83948 -0.70508  0.37
31 H -2.59853 -0.51173 -1.43848  0.21
32 H -2.49599 -1.58497 -2.82789  0.54
33 H -1.12149 -0.56522 -2.41346  0.27
34 H 0.29821 -2.72005 -2.41155  0.31
35 H -1.15501 -3.64498 -2.78051  0.47
36 H -0.18182 -4.07414 -1.37757  0.36
37 H -1.15819 0.64383 0.01389  -0.06
38 H 0.35758 2.60375 -1.52126  0.53
39 H -2.10087 2.26619 -1.93541  0.33
40 H -1.67509 3.91405 -1.46940  0.46
41 H -2.90898 1.80023 0.36201  0.21
42 H -3.69894 3.23389 -0.27792  0.36
43 H -2.93012 3.57487 2.06927  0.37
44 H -2.13417 4.68939 0.95488  0.33
45 H -0.48864 3.71488 2.52485  0.36
46 H -0.93918 2.08937 2.01890  0.23
47 H 0.27707 4.25811 0.24237  0.47
48 H 1.11433 2.82125 0.83106  0.33

---

Record 4
Density functional theory data (the ωB97M-V functional and the def2-TZVPD basis) for a molecular structure, C30H38KN7O3S.

Gap between HOMO and LUMO, eV: 5.1
Molar mass, g/mol: 615.85
Charge: -2
HOMO energy, Ha: -0.0349

Each line ends with the Mulliken charge.
Element x y z (Å)
1 K 0.21536 0.48666 -0.14836  0.96
2 C -2.02510 0.57486 -2.47703  -0.81
3 N -1.71948 1.80294 -1.78267  0.90
4 C -0.79302 2.64828 -2.51632  -0.81
5 C -2.77601 2.49105 -1.14098  0.02
6 C -4.08766 2.39676 -1.56959  -0.04
7 C -5.12477 3.05323 -0.90373  -0.74
8 C -4.81607 3.81352 0.21030  -0.68
9 C -3.50588 3.92055 0.65932  -0.70
10 C -2.43492 3.26199 0.01842  -0.33
11 N -1.15915 3.19740 0.47816  0.23
12 C -0.59908 4.16712 1.22316  -0.29
13 C -0.94248 5.54907 1.16982  -0.45
14 C -0.27724 6.51077 1.90427  -0.69
15 C 0.77366 6.17197 2.75206  -0.86
16 C 1.14342 4.83193 2.81305  -0.05
17 C 0.50143 3.85148 2.07563  -0.35
18 N 0.93708 2.48259 2.16216  1.21
19 C 2.31947 2.27985 1.78546  -0.92
20 C 0.58592 1.84755 3.41436  -0.92
21 H -2.55938 0.75426 -3.42965  0.25
22 H -2.62742 -0.07237 -1.83625  0.43
23 H -1.07388 0.08409 -2.70335  -0.15
24 H -1.23546 2.98795 -3.47188  0.25
25 H 0.11788 2.08163 -2.73325  0.18
26 H -0.54310 3.52092 -1.91521  0.15
27 H -4.30702 1.78523 -2.43760  0.33
28 H -6.14776 2.95594 -1.24865  0.36
29 H -5.60279 4.31778 0.76363  0.34
30 H -3.30945 4.47675 1.56725  0.47
31 H -1.74041 5.85440 0.50468  0.47
32 H -0.58487 7.54808 1.80535  0.34
33 H 1.29124 6.92179 3.33860  0.35
34 H 1.96539 4.52858 3.45581  0.28
35 H 3.03984 2.74292 2.48639  0.32
36 H 2.48959 2.70800 0.79611  0.33
37 H 2.53113 1.21008 1.74189  0.08
38 H 1.13681 2.25425 4.28355  0.31
39 H 0.78659 0.77545 3.34835  0.11
40 H -0.48067 1.98418 3.59420  0.25
41 N -0.02644 -7.58601 -1.36482  -0.67
42 C -0.37459 -6.42187 -0.63981  1.17
43 C -0.61868 -5.22700 -1.31131  -0.83
44 C -0.98605 -4.09518 -0.60424  -0.15
45 C -1.10725 -4.14089 0.77481  -0.62
46 C -0.87207 -5.32602 1.44810  -0.24
47 C -0.51537 -6.46616 0.74468  -0.70
48 S -1.52603 -2.63343 1.65479  1.27
49 O -1.91381 -3.04203 2.98680  -0.78
50 O -2.53500 -1.97259 0.85923  -0.75
51 N -0.21975 -1.72195 1.56812  -0.10
52 C 0.94582 -2.11621 2.08930  -0.08
53 N 1.96193 -1.22353 1.89351  0.08
54 C 3.13513 -1.51421 2.40895  -0.06
55 C 3.39189 -2.68752 3.11356  -0.85
56 C 2.31850 -3.55827 3.20915  -0.23
57 N 1.12040 -3.30593 2.71608  -0.45
58 H 0.42756 -7.36445 -2.23899  0.24
59 H 0.55526 -8.21023 -0.82529  0.22
60 H -0.50507 -5.17428 -2.38856  0.25
61 H -1.16845 -3.16422 -1.12351  0.46
62 H -0.95401 -5.33053 2.52670  0.43
63 H -0.32940 -7.39488 1.27460  0.27
64 H 3.92357 -0.78200 2.24379  0.34
65 H 4.36188 -2.91417 3.53204  0.37
66 H 2.43082 -4.51979 3.70758  0.37
67 C 3.50130 -1.01250 -2.90618  -1.86
68 C 1.96739 -0.86405 -3.06642  1.97
69 C 1.66311 -0.64871 -4.56557  -1.92
70 C 1.31213 -2.18265 -2.61723  -1.39
71 O 1.50757 0.17919 -2.32190  -0.91
72 H 3.93121 -1.83505 -3.49345  0.36
73 H 3.72047 -1.17913 -1.84857  0.30
74 H 3.97763 -0.07660 -3.20878  0.45
75 H 2.01964 -1.46600 -5.20644  0.40
76 H 2.12982 0.28389 -4.89225  0.43
77 H 0.58175 -0.54736 -4.69364  0.30
78 H 1.66729 -3.06939 -3.16317  0.41
79 H 0.22942 -2.11255 -2.75649  0.19
80 H 1.50874 -2.33529 -1.55264  0.19

---

Record 5
Density functional theory data (the ωB97M-V functional and the def2-TZVPD basis) for a single C3H6F2N2 molecule in a non-equilibrium geometry.

Gap between HOMO and LUMO (alpha / beta), eV: 5.6 / 9.3
ΔE to the lowest compared entry with this formula, charge and spin, kJ/mol: 587.0
Molar mass, g/mol: 108.09
Charge: 0
HOMO energy (alpha / beta), Ha: -0.2359 / -0.3129

Each line ends with the Mulliken charge.
Element x y z (Å)
1 C 0.53518 0.17181 -0.20418  -0.57
2 C -0.33415 0.70835 1.20476  -0.58
3 C -0.81196 -1.27859 -1.72221  0.03
4 N -0.00524 -1.02608 -0.70631  -0.12
5 N -1.69522 0.73012 0.98932  -0.32
6 F -1.69085 -2.27407 -1.67964  -0.22
7 F -1.95187 2.02712 0.26224  -0.29
8 H 0.49842 1.18904 -0.76665  0.32
9 H 1.58962 -0.01504 0.19092  0.27
10 H -0.11414 0.01151 1.98009  0.46
11 H 0.09595 1.62161 1.41471  0.46
12 H -0.98497 -0.67447 -2.66985  0.31
13 H -0.02646 -1.78091 -0.08212  0.22

---

E for the records above, in order: -350.64915 -1296.61607 -1097.28190 -2773.18488 -426.92607 Eh